1.
Entry from the Open Molecules 2025 dataset: C21H16BCrN10Se as an isolated structure at a distorted geometry (ωB97M-V/def2-TZVPD).

- 2S+1: 2
- Electronic energy: -131370.464 eV
- HOMO level (alpha / beta): -14.58 / -14.58 eV
- Molar mass: 550.20 g mol⁻¹
- ΔE to the lowest compared entry with this formula, charge and spin: 0.0 kJ/mol
- <S²>: 0.756
- Net charge: +2
- Orbital gap (alpha / beta): 6.517 / 7.046 eV

Last column: Mulliken charge in e.
Positions of all 50 atoms, in Å:
Se1 -4.9172 -4.9175 -0.8785  0.4035
Cr1 0.4455 0.4456 -0.5045  -0.2288
N1 -4.9787 -3.1667 -0.8285  -0.8196
N2 0.5330 2.4233 -0.6451  0.6179
N3 0.2774 -1.5900 -0.5838  0.2335
N4 2.4232 0.5329 -0.6449  0.6222
N5 1.3713 1.3715 2.0319  -0.2350
N6 3.0785 1.3370 0.2217  -0.0093
N7 0.5139 0.5142 1.4364  0.5075
N8 -3.1664 -4.9789 -0.8288  -0.8182
N9 -1.5901 0.2774 -0.5837  0.2359
N10 1.3371 3.0786 0.2216  -0.0071
C1 -1.0040 -2.0279 -0.6782  -0.0207
C2 1.2571 1.2574 3.3531  0.0056
C3 1.2475 -2.5025 -0.5046  -0.2362
C4 -4.3220 -0.2903 -0.6652  -0.4337
C5 4.6197 0.3087 -0.9909  -1.1232
C6 -3.7449 -2.7277 -0.7888  0.7474
C7 -2.7274 -3.7450 -0.7890  0.7453
C8 -2.5027 1.2474 -0.5043  -0.2284
C9 -1.3289 -3.3860 -0.7190  0.2944
C10 -0.0893 3.3540 -1.3896  -0.6741
C11 -2.0279 -1.0041 -0.6781  -0.0237
C12 -3.8700 1.0066 -0.5477  -1.1138
C13 1.0068 -3.8698 -0.5485  -1.1098
C14 3.3539 -0.0895 -1.3893  -0.6710
C15 0.2916 0.2922 3.6394  -1.1895
C16 -3.3859 -1.3290 -0.7186  0.2995
C17 -0.2900 -4.3219 -0.6661  -0.4294
C18 4.3954 1.2149 0.0378  -0.0773
C19 0.3091 4.6197 -0.9913  -1.1378
C20 1.2151 4.3955 0.0374  -0.0668
C21 -0.1480 -0.1475 2.4057  -0.2650
B1 2.2736 2.2737 1.1481  0.0973
H1 -0.0055 5.5662 -1.3943  0.4452
H2 5.0998 1.7698 0.6357  0.4869
H3 -0.8913 -0.8907 2.1668  0.5291
H4 -4.5574 1.8375 -0.4854  0.4660
H5 -5.3772 -0.5280 -0.7019  0.5841
H6 -0.5275 -5.3772 -0.7031  0.5843
H7 2.2563 -2.1319 -0.3939  0.7011
H8 -0.7607 3.0737 -2.1866  0.6545
H9 3.0736 -0.7610 -2.1862  0.6530
H10 -0.0402 -0.0395 4.6077  0.4357
H11 1.7701 5.0998 0.6352  0.4898
H12 2.9757 2.9757 1.7942  -0.0259
H13 1.8379 -4.5572 -0.4865  0.4654
H14 5.5662 -0.0060 -1.3938  0.4416
H15 1.8562 1.8565 4.0195  0.4967
H16 -2.1322 2.2562 -0.3936  0.7013

---

2.
Entry from the Open Molecules 2025 dataset: an isolated ion of composition C4H3O2 and charge +1 at a distorted geometry (ωB97M-V/def2-TZVPD).

- Electronic energy: -8275.813 eV
- HOMO level: -17.16 eV
- Molar mass: 83.07 g mol⁻¹
- ΔE to the lowest compared entry with this formula, charge and spin: 559.9 kJ/mol
- Net charge: +1
- Orbital gap: 11.168 eV

Last column: Mulliken charge in e.
Positions of all 9 atoms, in Å:
O1 1.2311 1.3064 0.0158  -0.4199
O2 -1.6388 1.1669 0.0054  -0.0458
C1 -0.8373 0.3875 0.7880  0.0224
C2 0.4607 0.2742 0.0007  0.1640
C3 -0.8887 0.3662 -0.8767  -0.1760
C4 -1.8547 -0.2601 0.0325  0.1654
H1 -2.7799 -0.7996 0.1231  0.3988
H2 2.1264 1.3350 0.3369  0.4072
H3 1.0082 -0.6181 -0.1234  0.4839